DFT (the ωB97M-V functional and the def2-TZVPD basis) results for a molecular structure, C27H36AsBrClIMnNO7SSi.

The geometry in XYZ format:
```
78
Properties=species:S:1:pos:R:3:forces:R:3:lowdin_charge:R:1
Mn -0.6763 -1.6695 0.1501 -0.46 0.17 0.53 0.62
Cl 4.1513 -6.3573 0.8473 0.00 -0.01 0.00 0.75
C 3.1218 -4.9836 1.0193 0.00 -0.03 0.00 -0.59
C 3.3005 -4.1219 2.0641 0.00 0.00 -0.01 -0.14
C 2.4768 -2.9840 2.2323 0.00 -0.03 0.02 -0.63
I 2.7783 -1.7034 3.8289 -0.02 0.02 0.01 1.02
C 1.4715 -2.7387 1.3359 0.12 -0.02 -0.07 -0.37
O 0.6401 -1.6872 1.3866 -0.13 0.06 0.13 -0.23
C 1.2938 -3.6301 0.2593 0.03 0.02 0.00 -0.14
N 0.2824 -3.2953 -0.5886 -0.02 -0.07 0.14 -0.01
C 0.0174 -4.0574 -1.6297 0.09 0.00 -0.05 -0.07
C 0.7635 -5.2158 -1.8886 0.00 0.02 0.00 0.00
C 1.7915 -5.5670 -1.0519 0.00 -0.01 -0.01 0.03
C 2.0925 -4.7628 0.0664 0.01 0.03 0.00 -0.15
H 4.0894 -4.3110 2.7789 0.00 0.00 0.00 0.10
H -0.7945 -3.7459 -2.2727 -0.03 -0.02 0.02 0.13
H 0.5104 -5.8198 -2.7473 0.01 0.01 0.00 0.12
H 2.3765 -6.4577 -1.2378 0.00 0.00 0.00 0.11
O -2.3743 -0.6966 3.3136 0.04 -0.09 0.02 -0.19
As -2.9516 -0.1120 1.7819 0.05 0.03 0.16 0.97
O -3.4825 1.4024 1.8879 0.00 0.08 0.00 -0.38
O -1.5496 -0.2157 0.7525 0.04 -0.31 -0.15 -0.51
C -4.3932 -1.2991 1.2540 -0.02 0.03 -0.03 -0.22
C -5.6386 -0.8032 1.6061 -0.02 0.01 -0.01 -0.06
C -6.7853 -1.5606 1.3763 0.00 0.01 -0.01 -0.03
C -6.7018 -2.8125 0.7948 0.03 -0.01 -0.02 -0.03
C -5.4628 -3.3217 0.4220 -0.06 0.01 -0.01 -0.03
C -4.3335 -2.5577 0.6517 0.07 -0.03 0.03 -0.28
S -2.7913 -3.1771 0.1315 -0.16 0.33 0.00 0.62
O -1.8309 -2.8668 1.2621 0.25 -0.20 -0.18 -0.34
O -2.8721 -4.5344 -0.2733 -0.07 0.00 0.03 -0.21
O -2.2652 -2.2162 -0.9106 0.11 -0.24 -0.22 -0.36
H -1.9353 -1.5551 3.2338 -0.02 0.00 0.00 0.05
H -5.7078 0.1790 2.0563 0.00 0.00 0.00 0.11
H -7.7499 -1.1606 1.6583 0.01 0.01 0.01 0.12
H -7.5956 -3.3956 0.6215 0.01 -0.01 0.01 0.12
H -5.3685 -4.2960 -0.0377 0.00 0.01 -0.01 0.12
C -1.1306 2.3351 -2.3907 0.05 0.02 -0.08 -0.12
C -0.4480 3.0895 -1.2414 0.10 0.11 0.06 -0.61
C -1.5076 3.2595 -0.1438 -0.03 -0.01 0.01 -0.08
C -0.0355 4.4962 -1.7406 -0.08 0.04 0.03 -0.08
Si 1.1679 2.3022 -0.6295 -0.20 -0.71 -0.28 0.91
Br 0.5607 -0.3308 -1.3569 0.21 0.42 -0.05 0.70
C 1.5720 2.4081 1.2153 0.01 -0.02 -0.05 -0.60
C 2.9654 1.8795 1.5767 -0.01 -0.04 0.00 -0.10
C 1.5340 3.9156 1.5611 0.10 0.01 0.00 -0.07
C 0.5587 1.6558 2.0894 -0.06 0.13 0.05 -0.08
C 2.6315 2.2231 -1.8426 0.00 0.31 0.08 -0.64
C 2.1975 2.0899 -3.3079 -0.01 0.03 -0.05 -0.10
C 3.3394 3.5921 -1.6671 0.05 -0.01 -0.06 -0.07
C 3.6668 1.1239 -1.5609 0.02 -0.02 0.01 -0.10
H -1.9378 2.9692 -2.7675 0.01 -0.01 -0.01 0.10
H -1.5759 1.4060 -2.0382 -0.02 0.02 -0.01 0.05
H -0.4703 2.1069 -3.2271 -0.02 0.00 0.04 0.06
H -2.3792 3.7407 -0.5968 0.00 0.00 0.01 0.10
H -1.1921 3.8956 0.6803 0.02 -0.01 0.00 0.07
H -1.8461 2.3107 0.2672 0.00 0.01 -0.02 0.04
H -0.9468 5.0209 -2.0404 0.01 0.01 0.01 0.10
H 0.6237 4.4686 -2.6078 -0.03 -0.01 0.01 0.06
H 0.4391 5.0995 -0.9621 0.01 -0.01 -0.01 0.08
H 3.7718 2.3986 1.0599 -0.02 0.01 0.01 0.07
H 3.0553 0.8070 1.3950 0.01 0.01 -0.03 0.07
H 3.1137 2.0403 2.6483 0.00 -0.02 0.00 0.09
H 2.2686 4.4954 0.9963 -0.01 -0.01 0.01 0.08
H 1.7891 4.0156 2.6198 0.00 0.01 -0.01 0.10
H 0.5560 4.3691 1.4206 -0.01 -0.01 -0.01 0.06
H 0.5768 0.5863 1.8944 0.02 0.02 0.02 0.04
H -0.4621 2.0173 1.9749 0.01 -0.02 -0.02 0.07
H 0.8457 1.8063 3.1349 -0.02 0.01 0.00 0.10
H 1.5483 2.9000 -3.6388 0.01 -0.02 0.02 0.07
H 1.6937 1.1433 -3.5103 0.01 0.01 0.01 0.05
H 3.0945 2.1191 -3.9326 -0.01 0.01 0.00 0.10
H 2.7022 4.4400 -1.9219 0.01 -0.02 0.01 0.07
H 4.1989 3.6195 -2.3429 0.00 0.01 0.01 0.10
H 3.7209 3.7411 -0.6560 0.01 -0.02 -0.01 0.07
H 3.2432 0.1221 -1.6141 0.01 0.00 -0.01 0.03
H 4.1602 1.2353 -0.5995 -0.03 -0.01 -0.02 0.06
H 4.4395 1.1939 -2.3319 0.00 0.00 0.01 0.09
```
Forces are in eV/Å.

The energy above the lowest of the compared OMol25 structures with the same formula, charge and spin comes out at 0.0 kJ/mol. As for the HOMO-LUMO gap (spin up / spin down): 5.632 / 6.689 eV. The spin multiplicity is 4. Its net charge is +1. The calculation puts the lowest unoccupied orbital energy (spin up / spin down) at -5.533 / -4.540 eV.

DFT (the ωB97M-V functional and the def2-TZVPD basis) results for 2 unconnected molecules or ions with the total composition C32H36ClN3O5.

The geometry in XYZ format:
```
77
Properties=species:S:1:pos:R:3:forces:R:3:lowdin_charge:R:1
C -5.9328 0.4345 -3.1536 0.14 -0.63 0.24 -0.06
O -5.7459 -0.9693 -2.8766 0.29 0.45 -0.22 -0.10
C -4.8770 -1.3284 -1.8916 -0.05 0.09 0.69 -0.27
C -4.7837 -2.7154 -1.6118 -0.28 0.86 -0.57 -0.02
C -4.1549 -3.1229 -0.4662 0.62 0.25 0.48 -0.04
C -3.5103 -2.2011 0.3953 -0.70 0.13 -0.79 -0.21
C -2.9082 -2.6960 1.6054 0.43 -0.28 0.39 -0.03
C -2.2922 -1.9376 2.5777 -0.39 1.14 -0.30 -0.19
C -1.0153 -2.3780 3.2186 -0.67 -0.62 0.89 -0.08
N 0.0311 -2.9319 2.2843 -0.07 0.13 0.24 -0.03
C 1.0874 -2.1682 1.9092 -0.11 -0.51 -0.21 0.01
C 2.0976 -2.6808 1.1222 -0.33 0.47 0.35 0.03
C 2.0292 -4.0201 0.6759 0.80 -0.57 -0.23 -0.18
N 3.0641 -4.6003 -0.0125 -0.93 0.49 0.68 -0.05
C 2.8321 -5.8959 -0.6292 -0.28 -0.45 -0.63 -0.13
C 4.0491 -6.4704 -1.3484 0.72 0.24 -0.05 -0.17
O 4.8917 -5.4649 -1.9144 -0.20 0.00 0.64 -0.13
C 5.3650 -4.5534 -0.9212 -0.15 -0.50 -0.28 -0.17
C 4.2196 -3.7747 -0.2974 0.40 0.46 -0.56 -0.14
C 0.8850 -4.7668 1.0264 -0.68 0.09 0.34 0.04
C -0.0690 -4.2114 1.8551 0.40 0.16 -0.36 0.00
C -3.0619 -0.8039 3.1729 -0.12 0.28 -1.46 -0.41
C -2.5449 -0.2309 4.4670 -0.11 0.13 0.47 -0.02
O -4.0812 -0.3577 2.6422 1.13 -0.43 0.90 0.05
C -3.4476 -0.8474 -0.0123 -0.06 -0.63 0.41 -0.01
C -4.1704 -0.3935 -1.0982 -0.42 -0.38 -0.70 -0.01
H -6.6737 0.4601 -3.9530 0.12 0.08 0.12 0.09
H -6.3087 0.9635 -2.2669 0.04 -0.15 -0.18 0.10
H -4.9966 0.9007 -3.4859 -0.16 -0.11 0.02 0.09
H -5.2736 -3.4186 -2.2834 0.02 0.18 0.20 0.12
H -4.1316 -4.1804 -0.1963 -0.13 0.25 -0.07 0.12
H -2.7819 -3.7843 1.6449 0.41 0.25 -0.34 0.10
H -0.5561 -1.5354 3.7473 -0.02 -0.36 -0.10 0.11
H -1.2510 -3.1702 3.9505 0.64 0.03 -0.10 0.14
H 1.0923 -1.1405 2.2734 -0.03 -0.35 -0.12 0.15
H 2.9298 -2.0282 0.8715 -0.30 -0.21 0.06 0.11
H 2.5444 -6.6315 0.1364 -0.01 0.24 -0.16 0.13
H 2.0129 -5.8430 -1.3712 0.13 0.24 0.41 0.14
H 4.6217 -7.0935 -0.6317 -0.02 0.20 -0.43 0.13
H 3.7200 -7.0703 -2.2094 0.12 0.02 0.52 0.14
H 5.9156 -5.0756 -0.1137 -0.02 -0.02 -0.49 0.13
H 6.0189 -3.8628 -1.4711 -0.05 -0.23 0.46 0.14
H 3.9607 -2.9523 -0.9884 -0.13 -0.21 0.24 0.14
H 4.5887 -3.3334 0.6379 -0.10 -0.03 -0.17 0.13
H 0.7305 -5.7863 0.6825 0.07 0.33 0.18 0.11
H -0.9339 -4.7754 2.2018 0.28 0.23 -0.09 0.14
H -1.6147 0.3287 4.2861 -0.14 -0.13 0.10 0.08
H -3.2922 0.4583 4.8663 0.11 -0.10 -0.10 0.09
H -2.3638 -1.0151 5.2169 0.02 0.21 -0.19 0.09
H -2.8572 -0.1363 0.5572 -0.20 -0.18 0.04 0.11
H -4.2148 0.6779 -1.3180 0.11 -0.50 0.05 0.11
C -8.1116 -1.9913 -0.3579 -0.18 -0.13 -0.40 -0.07
C -7.4837 -1.6579 0.9610 0.22 -0.18 0.18 -0.22
O -6.5032 -2.6733 1.2870 -0.59 0.55 -0.05 -0.03
C -6.0945 -2.5450 2.5684 0.88 -0.10 1.58 -0.50
C -5.0395 -3.5201 2.9600 -0.38 0.21 -2.18 -0.15
N -4.7063 -3.4899 4.1964 -0.90 -0.03 2.37 0.03
C -4.1820 -4.1073 5.1991 0.92 0.03 -1.17 -0.16
C -4.5782 -3.8327 6.5751 0.10 0.24 0.40 -0.22
C -3.9717 -4.5144 7.6562 -0.38 0.33 -0.19 -0.06
C -4.3957 -4.3046 8.9653 -0.37 0.36 -0.08 -0.13
C -5.4270 -3.3875 9.2243 0.48 -0.34 -1.41 -0.72
Cl -5.9635 -3.1404 10.8335 -0.20 0.11 0.64 0.64
C -6.0375 -2.6981 8.1662 0.47 -0.38 -0.10 -0.11
C -5.6172 -2.9198 6.8507 -0.02 -0.10 0.58 -0.02
O -6.5504 -1.7213 3.3484 -0.14 -0.49 -0.88 0.04
H -8.7441 -1.1553 -0.6644 -0.05 -0.02 -0.03 0.08
H -7.3740 -2.1574 -1.1473 -0.08 0.02 0.15 0.05
H -8.7478 -2.8769 -0.2741 0.10 0.03 -0.05 0.08
H -6.9675 -0.6874 0.9378 -0.18 -0.20 0.10 0.13
H -8.2366 -1.6540 1.7592 0.23 0.23 -0.20 0.12
H -4.8177 -4.3295 2.2397 -0.06 0.06 0.32 0.10
H -3.4156 -4.8863 5.0390 -0.13 -0.29 0.21 0.09
H -3.1721 -5.2250 7.4465 -0.16 0.10 0.09 0.10
H -3.9558 -4.8472 9.7960 0.02 0.07 -0.11 0.09
H -6.8454 -2.0091 8.3846 0.06 -0.02 -0.06 0.10
H -6.1010 -2.4068 6.0198 0.16 -0.11 0.11 0.11
```
Forces are in eV/Å.

The energy above the lowest of the compared OMol25 structures with the same formula, charge and spin comes out at 0.0 kJ/mol. As for the HOMO-LUMO gap: 4.002 eV. The calculation puts the lowest unoccupied orbital energy at -1.021 eV.

DFT (the ωB97M-V functional and the def2-TZVPD basis) results for a single C4H9NOSi molecule.

The geometry in XYZ format:
```
16
Properties=species:S:1:pos:R:3:forces:R:3:lowdin_charge:R:1
C -2.2408 -0.3515 -0.1346 -0.73 3.54 -0.15 -0.11
C -0.8853 0.1396 -0.2078 0.61 1.32 -0.09 -0.36
C 0.1890 -0.5826 -0.4378 0.96 -0.28 0.64 -0.17
N 1.4055 -0.0010 -0.5509 1.20 0.20 -0.18 -0.21
C 2.5359 -0.6783 0.1314 -0.30 -1.74 -1.80 -0.04
O 1.3067 1.3978 -0.3358 0.56 0.35 0.18 -0.25
Si -0.2718 1.8811 0.0407 0.83 -1.84 1.95 0.66
H -2.6174 -0.3691 -1.1250 -0.98 0.55 -1.08 0.07
H -2.7446 0.4317 0.4825 -0.61 -1.32 -0.37 0.09
H -2.3463 -1.3181 0.1313 -0.34 -3.13 1.81 0.04
H 0.3895 -1.6177 -0.3614 -0.88 -1.38 -0.34 0.13
H 2.3048 -1.3805 0.9646 -0.55 0.29 -0.72 0.09
H 3.1743 -1.2377 -0.6590 -0.99 1.00 1.39 0.12
H 3.0794 0.0573 0.6013 1.59 1.79 0.68 0.05
H -0.8237 2.9944 -0.6171 -0.32 1.02 -1.29 -0.07
H -0.3038 2.3833 1.4934 -0.06 -0.36 -0.62 -0.03
```
Forces are in eV/Å.

The energy above the lowest of the compared OMol25 structures with the same formula, charge and spin comes out at 391.3 kJ/mol. As for the HOMO-LUMO gap: 8.723 eV. The calculation puts the lowest unoccupied orbital energy at 0.896 eV. The SMILES is CC1=CN(C)O[SiH2]1.

| no. | calculated total energy (eV) |
| --- | --- |
| 1 | -245939.6704 |
| 2 | -60993.0322 |
| 3 | -15706.5549 |